{
  "formula": "CH13NO6",
  "method": "ωB97M-V with the def2-TZVPD basis set",
  "smiles": "NC=O.O.O.O.O.O",
  "homo_ev": -10.21,
  "total_charge": 0,
  "relative_energy_kj_mol": 129.5,
  "total_energy_ha": -552.08874,
  "symbols": ["O", "O", "O", "O", "O", "O", "N", "C", "H", "H", "H", "H", "H", "H", "H", "H", "H", "H", "H", "H", "H"],
  "xyz": [[-1.999, -3.030, 0.083], [0.953, 0.629, -2.727], [2.378, -0.210, 2.417], [-0.044, 2.123, 1.608], [-1.076, -1.269, -1.703], [-2.537, 1.185, 0.582], [1.591, 0.576, -0.551], [1.742, 0.917, -1.858], [0.728, 0.099, -0.323], [0.325, 1.249, 1.747], [-0.677, -0.881, -2.498], [-1.006, 2.092, 1.716], [2.642, 1.527, -2.139], [2.470, -0.673, 3.271], [-3.241, 0.925, -0.029], [-1.898, 0.561, 0.200], [3.286, -0.065, 2.140], [-1.723, -1.906, -2.048], [-1.138, -2.654, 0.254], [1.796, 1.201, 0.222], [-2.573, -2.397, -0.364]]
}


{
  "formula": "C4H10N2OS",
  "method": "ωB97M-V with the def2-TZVPD basis set",
  "homo_ev": [-7.29, -7.29],
  "total_charge": 0,
  "relative_energy_kj_mol": 689.4,
  "total_energy_ha": -741.11542,
  "symbols": ["S", "O", "N", "N", "C", "C", "C", "C", "H", "H", "H", "H", "H", "H", "H", "H", "H", "H"],
  "xyz": [[-0.916, 0.037, -0.264], [-1.772, -0.136, -1.426], [-0.965, -1.081, 0.946], [-2.037, -1.902, 0.826], [-0.719, 2.349, 0.269], [1.789, -0.992, -0.876], [1.919, -0.265, 0.440], [0.910, 0.224, -0.637], [2.681, 0.530, 0.379], [2.604, -0.962, -1.497], [-1.683, 2.529, 0.800], [-2.828, -1.906, 1.594], [1.620, -0.668, 1.416], [-2.412, -2.009, -0.145], [1.137, 1.110, -1.232], [0.099, 2.127, 0.918], [1.226, -1.902, -0.894], [-0.653, 2.916, -0.617]]
}


{
  "formula": "C23H50O23",
  "method": "ωB97M-V with the def2-TZVPD basis set",
  "smiles": "COC(=O)OC.COC(=O)OC.COC(=O)OC.COC(=O)OC.COC(=O)OC.COC(=O)OC.COC(=O)OC.CO.CO",
  "homo_ev": -9.64,
  "total_charge": 0,
  "relative_energy_kj_mol": 0.0,
  "total_energy_ha": -2636.83914,
  "symbols": ["O", "O", "O", "O", "O", "O", "O", "O", "O", "O", "O", "O", "O", "O", "O", "O", "O", "O", "O", "O", "O", "O", "O", "C", "C", "C", "C", "C", "C", "C", "C", "C", "C", "C", "C", "C", "C", "C", "C", "C", "C", "C", "C", "C", "C", "C", "H", "H", "H", "H", "H", "H", "H", "H", "H", "H", "H", "H", "H", "H", "H", "H", "H", "H", "H", "H", "H", "H", "H", "H", "H", "H", "H", "H", "H", "H", "H", "H", "H", "H", "H", "H", "H", "H", "H", "H", "H", "H", "H", "H", "H", "H", "H", "H", "H", "H"],
  "xyz": [[5.024, 4.412, 0.096], [-3.765, -0.233, 0.229], [-4.491, -0.319, -4.377], [-1.472, -4.853, -5.044], [-3.296, 1.590, 1.325], [2.980, 2.472, 3.602], [-5.038, -2.284, -3.569], [-1.757, -2.086, 2.770], [-0.643, -1.113, 1.053], [2.850, -2.387, 0.258], [0.114, 3.811, -0.377], [-0.703, -0.274, 3.152], [-0.344, 3.915, 1.793], [5.148, 2.649, 4.184], [2.706, -2.548, 2.403], [-0.345, -3.201, -3.969], [-0.956, -0.338, -1.478], [-3.829, 1.697, -0.916], [-3.083, -2.070, -4.591], [-1.533, -4.788, -2.908], [0.768, 5.607, 0.634], [3.524, 3.617, 5.446], [2.576, -4.408, 1.199], [3.837, 2.854, 4.349], [-4.679, -3.590, -3.249], [4.411, 3.567, 6.595], [-2.093, -3.177, 1.892], [0.945, 6.283, 1.901], [-1.081, -4.131, -4.009], [-1.003, -1.154, 2.193], [2.820, -3.179, 3.627], [0.260, -0.477, -2.118], [-3.112, 2.994, 1.355], [3.090, -2.959, -1.061], [-1.291, -4.178, -1.606], [2.694, -3.235, 1.228], [0.103, 0.797, 2.731], [5.291, 1.989, 2.868], [0.116, 4.428, 0.767], [-1.216, -4.130, -6.308], [-4.209, -0.955, -0.945], [-3.650, 1.104, 0.131], [-4.083, -1.580, -4.165], [-3.424, 0.582, -4.685], [3.636, 4.270, -0.251], [-0.098, 2.396, -0.396], [-4.087, 3.486, 1.604], [-2.797, 3.415, 0.415], [-1.656, -4.835, -7.029], [-1.235, -3.535, 1.336], [1.184, 7.275, 1.565], [5.570, 4.256, -0.666], [5.400, 3.414, 6.261], [-2.463, -3.895, 2.616], [-1.236, -3.081, -1.715], [2.455, -3.795, -1.263], [4.314, 4.557, 7.084], [6.337, 1.805, 2.760], [-0.322, -4.449, -1.138], [-5.535, -4.161, -2.930], [1.032, 0.413, 2.352], [4.128, -3.379, -1.053], [-0.084, 2.171, -1.478], [0.224, 1.537, 3.551], [0.659, 1.927, 0.100], [-4.856, -0.426, -1.612], [3.287, 5.226, -0.629], [-4.349, -4.175, -4.104], [1.991, -3.811, 3.968], [-2.784, 0.614, -3.789], [-0.833, -0.750, -0.583], [-4.692, -1.851, -0.441], [-2.929, -2.883, 1.243], [2.827, -2.351, 4.340], [1.110, -0.303, -1.480], [-2.393, 3.154, 2.196], [2.927, -2.199, -1.843], [-3.305, -1.286, -1.460], [-2.084, -4.552, -1.001], [-0.386, 1.336, 1.924], [1.806, 5.795, 2.306], [4.780, 1.023, 2.829], [3.309, 3.476, -0.962], [3.735, -3.745, 3.689], [-0.117, -4.169, -6.463], [0.096, 6.227, 2.573], [-2.878, 0.144, -5.502], [0.295, 0.227, -2.918], [-1.121, 2.151, -0.047], [4.858, 2.570, 2.068], [-1.639, -3.127, -6.240], [4.096, 2.673, 7.221], [3.139, 4.055, 0.665], [-3.874, -3.616, -2.531], [0.259, -1.457, -2.563], [-3.859, 1.520, -4.988]]
}


{
  "formula": "C3H7NO2",
  "method": "ωB97M-V with the def2-TZVPD basis set",
  "smiles": "[H]/N=C(/O)CCO",
  "homo_ev": -10.12,
  "total_charge": 0,
  "relative_energy_kj_mol": 107.4,
  "total_energy_ha": -323.74007,
  "symbols": ["O", "O", "N", "C", "C", "C", "H", "H", "H", "H", "H", "H", "H"],
  "xyz": [[0.915, -0.755, 1.356], [-2.030, 0.594, -1.363], [-0.931, -1.338, -0.948], [-0.998, -0.081, -0.809], [1.231, 0.208, 0.362], [-0.063, 0.860, -0.089], [1.581, -1.450, 1.351], [-0.591, 1.267, 0.782], [-2.590, -0.089, -1.764], [-0.144, -1.707, -0.422], [1.724, -0.262, -0.501], [1.914, 0.976, 0.755], [0.151, 1.704, -0.756]]
}


{
  "formula": "C3H4N2O3",
  "method": "ωB97M-V with the def2-TZVPD basis set",
  "smiles": "O=C1CON=CNO1",
  "homo_ev": -9.33,
  "total_charge": 0,
  "relative_energy_kj_mol": 652.5,
  "total_energy_ha": -451.73121,
  "symbols": ["O", "O", "O", "N", "N", "C", "C", "C", "H", "H", "H", "H"],
  "xyz": [[0.880, -1.318, -0.426], [-0.146, 1.167, -0.103], [-1.290, 1.061, -1.848], [1.295, -0.958, 0.882], [-0.039, 0.783, 1.335], [-0.626, -1.084, -0.741], [-0.922, 0.325, -0.882], [0.999, -0.008, 1.710], [-0.107, 1.649, 1.847], [-0.885, -1.541, -1.665], [-1.468, -1.457, 0.000], [1.410, -0.104, 2.788]]
}


{
  "formula": "C26H30N3PdS5Si",
  "method": "ωB97M-V with the def2-TZVPD basis set",
  "homo_ev": [-10.57, -10.57],
  "total_charge": 1,
  "relative_energy_kj_mol": 29.0,
  "total_energy_ha": -3581.11792,
  "symbols": ["Pd", "S", "S", "S", "S", "S", "Si", "N", "N", "N", "C", "C", "C", "C", "C", "C", "C", "C", "C", "C", "C", "C", "C", "C", "C", "C", "C", "C", "C", "C", "C", "C", "C", "C", "C", "C", "H", "H", "H", "H", "H", "H", "H", "H", "H", "H", "H", "H", "H", "H", "H", "H", "H", "H", "H", "H", "H", "H", "H", "H", "H", "H", "H", "H", "H", "H"],
  "xyz": [[0.232, -0.046, -0.105], [4.546, 0.056, 2.334], [2.435, 0.384, 4.345], [2.690, 0.079, 0.092], [5.249, 0.185, 5.198], [0.294, 0.408, 2.368], [-0.163, -1.529, -2.506], [-1.240, 1.725, -0.149], [-1.878, 3.802, 0.040], [-1.317, -1.871, 0.066], [-2.245, -1.229, -4.452], [-1.537, -2.161, -1.372], [-2.125, -1.931, -6.749], [-0.368, -2.835, 0.734], [-3.025, 3.074, -0.168], [2.615, -2.225, -2.335], [-2.829, -1.340, -5.707], [1.299, -2.684, -2.417], [-0.843, -2.413, -6.531], [-0.898, -3.335, 2.071], [-2.502, -1.548, 0.876], [0.252, 0.252, -2.189], [-3.267, -2.762, 1.416], [0.583, 3.432, 0.214], [3.691, -3.106, -2.354], [2.934, 0.137, 1.706], [4.151, 0.210, 4.032], [-2.312, -3.873, 1.882], [-0.819, 2.964, 0.046], [2.161, -4.943, -2.598], [-0.264, -2.303, -5.271], [3.463, -4.468, -2.485], [1.093, -4.059, -2.561], [-0.957, -1.716, -4.207], [-2.614, 1.789, -0.286], [1.882, 0.289, 2.712], [-1.649, -3.241, -1.551], [1.247, 0.595, -2.465], [2.813, -1.160, -2.287], [-0.237, -4.123, 2.435], [-0.224, -3.695, 0.074], [-4.002, 3.521, -0.222], [0.760, 3.799, 1.228], [0.809, 4.239, -0.484], [0.613, -2.396, 0.871], [-0.292, -2.877, -7.341], [-3.940, -3.150, 0.649], [-2.574, -2.009, -7.732], [-2.274, -4.667, 1.131], [-3.892, -2.416, 2.242], [-2.810, -0.748, -3.657], [0.084, -4.448, -2.657], [1.980, -6.004, -2.720], [-3.832, -0.967, -5.875], [-2.188, -0.914, 1.705], [0.740, -2.686, -5.115], [-0.530, 0.962, -2.438], [-0.890, -2.532, 2.818], [-2.676, -4.329, 2.802], [-2.465, -1.683, -1.696], [-1.835, 4.797, 0.186], [1.259, 2.605, 0.018], [4.703, -2.728, -2.277], [-3.173, -0.954, 0.259], [4.297, -5.158, -2.516], [-3.208, 0.912, -0.469]]
}


Q: What is the formula in the fourth record?
A: C3H7NO2